Entry 1:
This record from the Open Molecules 2025 dataset describes a structure of composition C8H6N3O at a distorted geometry. The level of theory is the ωB97M-V functional and the def2-TZVPD basis.

The geometry in ORCA input format:
```
! RIJCOSX wB97M-V def2-TZVPD def2/J DEFGRID3
* xyz 1 1
C 2.73708 0.41121 0.01643
C 2.21310 -0.84964 -0.28865
C 1.80270 1.47247 0.38959
C 0.87932 -1.02993 -0.22808
C 0.51994 1.24380 0.40909
C -1.85980 -1.34405 0.37461
C -1.32924 -0.23128 -0.09592
C -2.90439 0.82664 -0.38224
N -3.21607 -1.35611 0.08629
N -3.71731 -0.29709 -0.19369
N 0.07524 0.03867 -0.04469
O -2.96315 1.97185 -0.56874
H 3.83258 0.62176 -0.16623
H 2.90843 -1.64544 -0.58050
H 2.19727 2.45380 0.68429
H 0.44255 -1.91262 -0.69994
H -0.35030 1.86419 0.72234
H -1.26795 -2.23822 0.56606
*
```

- Total energy: -14899.4034 eV
- Strongest force on any atom: 0.10590 Eh/bohr
- Frontier orbital gap: 7.5384 eV


Entry 2:
This record from the Open Molecules 2025 dataset describes the ion C8H6NO4S with charge -1 at a distorted geometry. The level of theory is the ωB97M-V functional and the def2-TZVPD basis.

The geometry in ORCA input format:
```
! RIJCOSX wB97M-V def2-TZVPD def2/J DEFGRID3
* xyz -1 1
O -3.87160 -0.88147 -1.44927
C -3.32266 -1.75853 -0.80156
O -3.13524 -2.92122 -0.96277
O -2.68372 -1.10976 0.56400
N -2.90908 0.21842 0.56398
O -4.19294 0.61270 0.60510
C -1.97139 0.99316 0.12638
S -2.28861 2.53795 -0.27433
C -0.68826 0.31352 0.22799
C -0.14598 -0.06281 1.44480
C 1.18234 -0.58879 1.39132
C 1.91231 -0.56740 0.21047
C 1.35126 -0.31326 -1.01829
C 0.05039 0.27372 -0.96723
H -4.53956 0.14406 -0.30920
H -0.72516 0.07583 2.36501
H 1.68612 -0.91941 2.33791
H 2.96008 -1.09296 0.25933
H 1.94211 -0.58618 -1.83819
H -0.59013 0.37633 -1.83430
*
```

- Total energy: -28907.3032 eV
- SMILES string: O=C([O-])ON(O)C(=S)c1ccccc1
- Strongest force on any atom: 0.06972 Eh/bohr
- Frontier orbital gap: 7.8882 eV